DFT (ωB97M-V/def2-TZVPD) results for a structure of composition C4H5F3O2Sn.

Summary:
energy = -22286.6385 eV
ΔE to the lowest compared entry with this formula, charge and spin = 0.0 kJ/mol
net charge = +2
orbital gap = 5.7322 eV
largest force on an atom = 2.415 eV/Å
HOMO energy = -18.679 eV

Each line ends with the natural charge from an NBO analysis.
Positions of all 15 atoms, in Å:
1 Sn -1.924 -1.403 -3.664  1.920
2 C 1.875 1.472 0.082  -0.655
3 C 0.464 1.238 -0.393  -0.092
4 O -0.232 0.310 0.474  -0.376
5 C -0.732 -0.783 0.049  0.779
6 O -0.789 -1.164 -1.126  -0.799
7 C -1.301 -1.681 1.175  0.910
8 F -2.612 -1.793 0.947  -0.297
9 F -0.740 -2.886 1.101  -0.286
10 F -1.047 -1.213 2.373  -0.257
11 H 2.360 2.364 -0.316  0.265
12 H 2.534 0.625 -0.092  0.231
13 H 1.837 1.744 1.140  0.252
14 H 0.404 0.998 -1.454  0.177
15 H -0.096 2.170 -0.297  0.228

***

DFT (ωB97M-V/def2-TZVPD) results for an isolated molecule of C4H4O.

Summary:
energy = -6256.0749 eV
ΔE to the lowest compared entry with this formula, charge and spin = 318.8 kJ/mol
net charge = 0
orbital gap = 8.2405 eV
largest force on an atom = 2.866 eV/Å
HOMO energy = -8.348 eV

Each line ends with the natural charge from an NBO analysis.
Positions of all 9 atoms, in Å:
1 O 0.581 1.301 -0.483  -0.459
2 C -0.167 0.759 0.614  -0.161
3 C -0.634 -0.580 0.141  -0.153
4 C 0.245 -0.890 -0.815  -0.355
5 C 1.196 0.247 -0.942  0.248
6 H -0.799 1.519 1.024  0.210
7 H -1.446 -1.162 0.566  0.231
8 H 0.349 -1.784 -1.413  0.229
9 H 0.675 0.591 1.310  0.209

***

DFT (ωB97M-V/def2-TZVPD) results for a structure of composition C2H2INP2.

Summary:
energy = -30270.5385 eV
ΔE to the lowest compared entry with this formula, charge and spin = 263.9 kJ/mol
net charge = 0
orbital gap (spin up / spin down) = 6.7286 / 6.7406 eV
largest force on an atom = 4.718 eV/Å
HOMO energy (spin up / spin down) = -8.100 / -8.240 eV

Each line ends with the natural charge from an NBO analysis.
Positions of all 8 atoms, in Å:
1 C -0.807 0.087 -0.315  0.120
2 C -1.325 -0.743 -1.036  -0.232
3 N -0.085 1.003 0.265  -1.066
4 P 0.188 2.569 -0.291  0.474
5 P 1.169 0.458 1.289  0.625
6 I 2.300 -1.199 -0.078  -0.135
7 H -1.679 -1.521 -1.659  0.245
8 H 0.238 -0.654 1.825  -0.030